Version w
# C3H10NS

A cluster of 2 separate species, C3H10NS in total (the ωB97M-V functional and the def2-TZVPD basis, OMol25).

Summary:
- total charge = -1
- Kohn-Sham gap (eV) = 5.6

Each line ends with the natural charge from an NBO analysis.
Positions of all 15 atoms, in Å:
S 2.473 -2.110 -0.189  -0.747
N -0.733 0.507 -0.236  -0.624
C -1.823 1.410 0.024  -0.405
C -1.136 -0.875 -0.487  -0.423
C 2.824 -0.530 0.650  -0.746
H -0.140 0.823 -0.987  0.358
H -2.660 0.878 0.481  0.183
H -2.209 1.926 -0.861  0.153
H 3.224 0.186 -0.070  0.167
H -1.552 2.200 0.732  0.177
H -1.948 -0.956 -1.228  0.129
H 3.527 -0.647 1.490  0.165
H 1.934 -0.045 1.091  0.176
H -1.496 -1.332 0.440  0.177
H -0.284 -1.436 -0.851  0.259

Version x
# C3H10NS

A cluster of 2 separate species, C3H10NS in total (the ωB97M-V functional and the def2-TZVPD basis, OMol25).

Summary:
- total charge = -1
- Kohn-Sham gap (eV) = 6.4

Each line ends with the natural charge from an NBO analysis.
Positions of all 15 atoms, in Å:
S 0.401 2.147 0.142  -0.784
N 0.443 -1.067 1.270  -0.864
C -1.221 -2.054 -0.406  -0.649
C 1.535 3.179 -1.056  -0.740
C -1.089 -1.404 1.033  -0.216
H -1.285 -2.341 1.696  0.160
H -1.622 -0.507 1.184  0.200
H 0.635 -0.797 0.346  0.361
H 0.686 -0.305 1.796  0.367
H -1.097 -1.332 -1.277  0.230
H 1.352 4.252 -0.762  0.189
H -0.480 -2.876 -0.391  0.203
H -2.071 -2.711 -0.321  0.200
H 1.221 3.105 -2.173  0.162
H 2.593 2.712 -1.081  0.182

Version y
# C3H10NS

A cluster of 2 separate species, C3H10NS in total (the ωB97M-V functional and the def2-TZVPD basis, OMol25).

Summary:
- total charge = -1
- Kohn-Sham gap (eV) = 5.9

Each line ends with the natural charge from an NBO analysis.
Positions of all 15 atoms, in Å:
S 0.146 -1.211 -3.103  -0.719
N 2.141 -0.132 -0.902  -0.866
C -0.204 -0.864 -1.362  -0.544
C 1.045 -0.994 -0.444  -0.224
C -1.558 1.355 2.149  -0.849
H -0.586 1.193 1.688  0.226
H -0.999 -1.531 -1.008  0.174
H 2.186 -0.300 -1.915  0.380
H -1.534 2.201 2.832  0.198
H 1.819 0.835 -0.912  0.323
H -0.536 0.171 -1.186  0.153
H -2.301 1.530 1.379  0.215
H 1.430 -2.014 -0.468  0.176
H -1.823 0.446 2.686  0.208
H 0.773 -0.686 0.569  0.150

Version z
# C3H10NS

A cluster of 2 separate species, C3H10NS in total (the ωB97M-V functional and the def2-TZVPD basis, OMol25).

Summary:
- total charge = -1
- Kohn-Sham gap (eV) = 6.2

Each line ends with the natural charge from an NBO analysis.
Positions of all 15 atoms, in Å:
S -2.515 -0.799 0.775  -0.727
N 1.565 1.019 -0.088  -0.652
C -1.514 -1.889 -0.212  -0.759
C 0.372 1.599 -0.928  -0.404
C 0.993 0.433 1.108  -0.444
H -2.004 -2.851 -0.101  0.181
H 0.166 -0.263 0.941  0.224
H 0.260 2.674 -0.720  0.170
H -0.473 1.126 -0.702  0.212
H 0.637 1.501 -1.951  0.168
H 2.074 0.414 -0.699  0.349
H -1.629 -1.688 -1.213  0.172
H 1.704 -0.258 1.510  0.175
H 0.797 1.023 2.121  0.183
H -0.435 -2.040 0.158  0.151

Which structure is the most stable? The one labeled version y.